# 1
This record from OMol25 describes a structure of composition C33H57O17PbS6 in a non-equilibrium geometry. The level of theory is the ωB97M-V functional and the def2-TZVPD basis.

The geometry in ORCA input format:
```
! RIJCOSX wB97M-V def2-TZVPD def2/J DEFGRID3
* xyz -1 1
O -0.73921 0.63788 2.35082
H -4.12787 -2.67506 3.55115
H 1.25123 -4.94960 2.48292
C -1.17547 0.52039 -5.74801
O 4.88673 -1.15395 -0.15912
H 5.00959 0.83051 -2.24997
C -1.77618 0.54981 -4.44900
O -2.13833 -1.22140 0.07411
H 1.92801 -3.39236 0.64360
C -3.97349 -0.41846 1.72485
H 0.42843 1.15711 6.33133
C -2.80734 4.25845 1.67578
H 1.31590 5.42097 -0.80760
C 0.63908 -4.07603 2.22023
C -0.65594 -4.22070 -1.62008
H 0.19651 -4.82252 -1.32459
C 4.13397 4.09239 -0.50378
H 2.46623 -2.79937 -1.45639
H -1.33439 -0.27085 5.29034
O -1.75300 0.07352 -6.72956
H 3.33712 5.36289 -2.02269
H 2.60941 1.36157 5.53691
O -1.61449 4.26581 -0.67248
C 0.34745 0.80531 -5.86155
C 0.76317 0.27089 5.77707
H 4.24803 -2.99174 -1.59374
H 3.69616 -2.95580 -3.98789
H -2.91468 5.28473 1.31578
C 3.51348 -2.09020 -3.34981
H 2.53639 -1.75907 -3.72519
H 5.13332 3.81147 -0.83888
H 5.56793 -1.18994 -3.65662
H 3.31961 -3.36477 2.72230
H 4.27140 4.98939 0.10997
S 1.84140 3.53038 0.60470
H -2.96368 0.04173 3.50511
O 0.71409 -1.87543 1.22978
C 1.46236 -2.96779 1.57444
H -4.14350 3.56412 -1.39049
C -0.36186 -0.11030 4.83001
H 1.00686 -0.46634 6.54277
H 2.13332 1.28841 -4.81049
H -2.74706 -2.07207 4.53036
H -5.00405 -0.39858 1.38154
H 3.22003 3.66644 -2.41996
H -5.46513 4.57456 0.37180
H 2.31266 -2.00864 3.33279
C 1.72036 4.42545 -0.96058
H 1.82785 0.39391 2.87091
S 3.76233 -0.85210 -1.01771
O -1.57730 0.95509 -2.17931
C 3.37905 -2.39413 -1.87991
C -4.99467 3.64479 0.68670
C 2.64681 -2.53801 2.42758
H 0.17103 -3.71693 3.14031
O 0.85343 0.77700 -6.96936
C -2.37819 -2.45290 2.43426
H -4.63219 -0.22517 3.86075
H -4.73671 4.49775 2.63852
H -2.83982 0.35908 -4.38748
H -0.12892 -1.08947 4.39077
O 0.70224 -3.40614 -3.70080
C 1.53889 1.17366 3.58445
S -3.12567 -1.79079 0.93490
O 2.61199 -0.18368 -0.50093
C 1.07162 1.12966 -4.66910
H -1.72684 -2.51366 -4.50489
C 0.41916 1.23994 -3.44659
H -3.41934 -3.70966 -2.37283
H 4.27605 -0.51459 -4.57545
H 3.28333 2.14773 -0.42249
O 1.00491 2.36798 0.50915
C -4.07416 3.11631 -0.40369
C 3.51135 2.95272 0.28410
C 4.27854 0.05732 -2.47104
O 1.07809 1.56089 -2.38313
H 1.03020 3.86195 -1.59258
H -2.00236 4.13763 2.39363
O -4.03295 -2.80075 0.45181
S -0.25949 -2.89694 -2.75803
H -2.09115 -3.47187 2.20301
H -1.18173 -5.67126 -3.15194
H -4.05083 2.02909 -0.46738
C -2.66275 -4.04511 -3.07999
S -0.25025 1.16704 3.58530
H -3.09600 -4.53900 -3.94648
H 3.36246 -1.86528 1.94636
O -0.81662 2.37890 4.11819
C 4.49969 -0.94970 -3.60191
O 0.05278 -1.73998 -1.95366
H -5.78095 2.90742 0.85704
H 4.06815 2.56594 1.13168
S -2.37177 3.37303 0.15576
H -0.07436 -4.41450 1.46627
Pb 0.01860 0.14223 -0.30388
C -1.91229 -2.74650 -3.45595
H -1.17577 -3.76343 -0.77674
H -4.14707 2.82885 2.54654
O -1.86616 2.06475 0.44560
C -1.68219 -5.02276 -2.42654
H 3.39463 0.59998 -2.83733
H -1.42367 -1.89736 2.45474
H -2.16498 -5.74759 -1.76368
H 2.64073 -0.20832 4.79007
C -3.82113 -0.59410 3.24086
O 1.82440 4.40945 1.74728
H -3.35099 0.44133 1.47768
C -3.26407 -1.99072 3.57847
C -4.20814 3.77943 2.01271
H -2.32997 -1.87927 -2.95195
C -1.04258 0.90451 -3.33220
C 2.00509 0.66137 4.96146
H 1.96076 2.09344 3.19074
C 3.10525 4.37828 -1.60465
*
```

Properties
E = -5152.673266 Eh
energy above the lowest of the compared OMol25 structures with the same formula, charge and spin = 14.8 kcal per mole
LUMO level = 1.86 eV
E_HOMO = -3.850 eV


# 2
This record from OMol25 describes a cluster of 7 separate species, C67H145N6O3 in total in a non-equilibrium geometry. The level of theory is the ωB97M-V functional and the def2-TZVPD basis.

The geometry in ORCA input format:
```
! RIJCOSX wB97M-V def2-TZVPD def2/J DEFGRID3
* xyz 6 2
H 0.94600 7.10513 1.08011
H 0.35348 3.35975 -1.93241
C -2.72848 -4.78489 -3.42091
H -2.86760 -4.91607 0.02039
O -0.09840 1.35187 0.61733
H -0.66766 -2.99485 -2.62626
H -1.01747 -5.82757 -7.20478
C 4.96637 -3.85597 -0.92076
H 2.73826 2.16845 -2.88659
H -2.24760 -0.36697 -7.91101
H 1.05398 0.32929 0.86994
H -2.91205 -9.61580 -2.80931
H 1.04142 11.01089 2.76350
H -1.17287 2.71779 -4.11092
H -3.29515 2.74907 -2.62104
H -3.74991 -5.16528 -3.42933
H 3.83205 9.70040 1.37767
H -4.57878 -9.64462 -2.39152
O -1.22635 -0.18590 -0.42313
H 4.27528 -3.31994 -2.91095
H 4.04248 9.97474 6.36661
C 3.32754 -1.57351 7.53384
H 4.96162 -4.38559 1.61244
H -5.67409 3.91196 3.87511
O 0.81171 -0.52437 0.50366
H -4.67434 3.12963 -0.61087
H -1.91040 -6.49698 -4.66203
C -3.77039 2.54972 2.27886
N -4.94915 0.64206 0.94036
H 4.77901 -5.95219 0.84985
C -2.63565 -4.99411 -5.96556
H 0.14743 5.50419 3.57520
H -4.63528 -2.59482 1.76129
H -0.22798 0.18483 2.98597
H -4.45196 -0.50131 2.65171
H -1.83370 -2.80416 0.11536
H 3.45784 -0.14265 3.58155
H 1.85618 -5.30594 -0.43747
C 2.85701 9.88217 3.89350
H -0.01625 -3.37802 4.27525
H -2.05197 -4.60584 -8.11242
H 1.73057 8.97520 -0.51999
H 3.88792 2.04311 1.56367
C -0.89565 -1.42541 4.14457
C 2.53354 -6.27883 4.52609
H -4.32388 -7.32178 -1.31574
C -3.08801 -0.61350 -5.96960
H -0.95904 -5.26679 -4.56525
H 5.56863 -4.71210 -1.22476
C -0.79099 -3.45325 -1.64506
C -6.21087 -1.53417 0.69127
H 2.34108 2.76301 1.52496
H -2.54744 -2.32398 -1.41330
H 2.14358 10.76407 -0.07890
C 2.46922 0.31461 3.54102
C 3.26367 2.84636 3.51929
H 4.28762 -6.86964 3.21358
C -0.22805 0.20929 0.18739
H 1.02783 -0.23031 -2.85798
C -4.93555 2.23274 -1.17253
H 3.68850 -2.46315 0.83207
C 2.83892 9.25448 1.32364
H 1.57901 -7.40440 -1.83251
H -0.34056 -2.84910 2.63159
C 1.46024 -1.98409 3.42405
C -1.60645 -4.91124 -7.16566
H 2.26041 -2.64347 3.76028
H -1.33252 5.23219 1.59406
H -0.26820 0.52877 4.70346
N 2.11872 9.18733 2.66642
H 2.53198 -4.45451 2.31222
H 4.89231 9.37741 3.47471
C 3.09921 -5.36579 2.12272
H -3.46693 3.14417 1.41709
H 1.29527 1.78220 -8.73951
C -3.71712 3.35870 3.53157
C 0.49397 9.94196 0.96363
H -4.06498 0.12965 -0.99752
C 3.05536 -2.94177 0.08498
H 2.95956 3.85659 3.79326
H -3.95586 -0.13360 -6.42198
H -1.94987 -7.11375 -0.85002
C 0.62074 2.79291 -2.82423
C -6.34319 -0.03426 0.66367
C 4.17265 9.29384 4.28908
C 1.66328 7.67869 3.00579
H -4.90241 5.01789 2.69947
C 3.31241 2.85342 2.01122
H 3.62891 -7.26086 -0.54177
C -4.28800 2.30159 -2.57494
C 1.40876 0.76981 -6.81275
H -6.61330 0.27298 -0.34665
H -1.56909 -1.74230 -6.86433
C 4.42707 -2.87242 -1.92871
H -0.03500 9.53526 3.07699
H 2.01664 -3.16137 0.33187
H 2.57634 7.08634 3.06512
H -0.38720 -5.45916 -0.89384
C -2.21408 0.43375 -5.40854
H 5.59925 9.50788 6.01009
C 2.34244 1.76198 4.15313
H -0.14856 9.09327 0.72914
C 2.49069 -7.22090 -2.40105
H 3.49544 -1.23960 -1.09894
H -3.28692 1.33717 -0.11003
H -0.14324 2.27323 -6.11240
H 1.83949 -7.01575 4.12193
N 3.70095 -4.34848 -0.12163
H 4.04522 8.23226 4.50105
H -0.08988 4.36630 0.72685
H -7.01802 0.33828 1.43432
H 4.39072 -6.45540 -1.85752
C -0.03221 -0.24192 3.96967
H -1.49614 -7.25020 -2.47914
H -3.94270 2.55997 4.23815
C -4.28762 0.99974 -0.37990
C -4.16360 -0.50455 1.60054
H 2.22411 0.23997 -6.32024
C -4.77996 4.49182 3.64623
H 2.87172 1.19481 -8.33889
H -5.51965 1.29180 2.85550
H 2.90338 10.96370 3.76610
H -0.07622 -5.28236 -2.57962
C -2.90211 -4.42903 -0.95414
H 2.19701 -6.57410 -3.22780
C 1.98600 1.65919 -7.90533
H -2.97672 1.84751 2.53403
C 1.81542 9.76915 0.22200
H -1.95950 1.16152 -6.17903
H -3.06850 -1.83511 -7.90050
H 5.18167 -2.12579 -2.17616
C -0.76322 -4.97078 -1.79282
C -2.32624 -6.92023 -1.85452
H -0.55094 -0.88183 -5.36536
H 0.82823 0.01031 -7.33642
H 2.38499 -6.03881 1.64835
H -4.92105 2.97389 -3.15405
H 2.09023 0.26431 -4.22716
H 1.74537 1.63751 -1.60311
H 1.28509 7.72060 4.02724
H -3.28583 -4.11964 -5.93983
H 3.21622 -0.57900 7.96589
H -4.51576 5.17541 4.45308
H 2.26615 0.35907 2.47103
H 0.92759 3.64945 -3.42446
N 1.45859 -0.68770 4.21696
H 3.81488 3.70063 1.54446
C -3.62916 -9.19183 -2.10637
C 3.23413 -2.28077 -1.28813
H 0.11608 -3.11512 -1.14409
C 2.76905 -5.22751 -1.02790
H 4.26836 -5.17984 3.73668
H -4.40539 1.36338 -3.11722
H -1.83967 -1.46396 3.60103
H 2.88832 -8.14996 -2.80952
H 2.28737 -2.34966 -1.82384
H 5.61332 -3.29076 -0.24987
C 3.21924 -1.42343 6.01381
C 3.64124 -6.02675 3.45815
H -0.49763 3.62951 2.13672
H -4.14297 -7.32039 -3.08149
H 3.02533 8.20252 1.10752
H -3.07843 -0.42649 1.53409
H 1.35723 2.50265 -5.41544
C -4.68498 -1.81923 0.99705
H -5.86487 2.45214 1.64172
C 4.74469 9.98773 5.53304
H 1.35297 2.19909 4.01898
C 3.41505 -6.62846 -1.40342
H -6.66030 -1.99581 1.57047
H 3.35757 -2.37417 5.49896
H -1.06084 1.54331 -2.69783
H 4.96271 11.02921 5.29666
H -1.23809 -1.53631 5.17343
C -0.95673 -0.10775 -4.71403
C 0.74940 9.99987 2.47952
N 0.17222 0.97782 -4.39175
H 4.32357 -1.90409 7.82837
H -3.27283 -5.80171 -6.32596
H 1.47018 0.00231 6.18661
H -0.33735 7.48280 2.24893
H -6.57480 -2.07484 -0.18241
C -5.07164 1.79538 1.99888
H -2.70575 3.75424 3.62528
C 0.69450 1.69411 -5.72391
H 3.92609 -0.62651 5.78276
H 2.53678 1.88958 5.21804
H 0.96364 -1.61236 6.01903
H 2.35367 2.63039 -7.57412
C -3.69776 -7.65353 -2.14399
H -4.27477 -2.07579 0.02032
C 1.35670 0.59365 -3.49125
C 0.01065 -2.51629 3.60831
N -2.24637 -5.32865 -2.01104
C -0.42897 4.63713 1.72673
H -0.94549 -4.07996 -6.92032
C 4.24011 -5.04869 1.13512
H 2.08357 9.75396 4.65077
H -6.00667 2.32585 -1.35181
H -2.91192 0.98141 -4.77514
H 2.51905 -4.69278 -1.94422
H -1.17361 -0.69785 -3.82361
H -0.02141 10.82521 0.58633
C -0.54525 2.06528 -3.50394
C 0.54413 5.55088 2.56104
H 4.28790 2.72443 3.87170
H -2.79658 -3.69728 -3.39665
C -2.07036 -3.15260 -0.88996
H 1.48071 4.99330 2.56784
H 1.58154 -1.73020 2.37100
C -2.03591 -5.41433 -4.64697
H 2.91184 -6.68649 5.46354
C 1.73830 1.78541 -2.68300
C 0.64030 7.01764 2.12270
C -2.44001 -1.21832 -7.25810
C 1.73224 -0.92194 5.67163
H 1.93318 -5.38634 4.70247
H -3.94033 -4.19406 -1.18858
H -3.34367 -9.66751 -1.16811
H 2.57069 -2.26276 7.90827
H -3.39321 -1.38453 -5.26217
*
```

Properties
E = -3191.609542 Eh
<S²> = 0.758
LUMO level (alpha / beta) = -11.38 / -17.22 eV
E_HOMO (alpha / beta) = -20.875 / -20.875 eV


- Which value of E does entry 2 give?
  -3191.609542 Eh